1.
ORCA calculation (the ωB97M-V functional and the def2-TZVPD basis) on a structure of composition C11H15ClIrN9S.

## Properties
E_tot, a.u.: -1883.039596
Net charge: +2
Energy relative to the best compared isomer or geometry (same formula, charge and spin), eV: 0.000
2S+1: 1
HOMO, eV: -15.22

Structure (XYZ):
```
38
Properties=species:S:1:pos:R:3:forces:R:3
Ir 0.61737 0.17483 0.60844 -0.23 -0.29 -0.18
C -0.39519 5.32153 0.67617 -0.01 0.00 0.01
C -0.30478 4.28355 1.72761 -0.02 0.04 0.05
N -0.44360 4.45244 3.00019 0.03 -0.09 0.00
N -0.26476 3.21353 3.56042 -0.01 0.07 -0.10
C -0.01820 2.27859 2.65728 0.00 0.05 0.13
S 0.25715 0.60023 2.80294 0.23 -0.12 0.04
N -0.03329 2.93660 1.48610 -0.04 -0.01 -0.12
N 0.13207 2.25182 0.26726 -0.06 -0.14 0.04
H -0.61899 6.27246 1.15278 0.00 0.00 0.00
H -1.18944 5.09513 -0.03701 0.00 0.00 0.00
H 0.54867 5.42010 0.13709 0.00 0.00 0.00
H -0.32015 3.10707 4.56351 -0.01 0.01 0.00
H 0.87218 2.71020 -0.26264 0.01 -0.02 -0.01
H -0.74771 2.30512 -0.25373 -0.02 0.02 0.02
Cl 0.43887 -5.42134 1.59656 -0.03 -0.05 0.01
C 1.09363 -3.87051 1.32376 0.00 0.04 -0.14
C 1.07132 -3.33043 0.04874 -0.03 -0.13 0.12
C 1.62408 -2.07133 -0.15646 -0.20 0.32 0.05
C 2.20997 -1.33007 0.90147 -0.09 -0.27 0.40
C 2.66333 0.03236 0.66868 0.31 0.41 -0.21
C 2.15265 -1.90505 2.20735 0.08 -0.15 0.00
C 1.62746 -3.15303 2.40974 0.02 0.11 -0.01
H 0.65283 -3.89362 -0.77353 0.00 0.00 -0.01
H 1.68726 -1.68042 -1.17071 0.04 0.00 -0.03
H 3.08402 0.20948 -0.32283 0.09 0.02 0.05
H 3.25607 0.49670 1.45008 -0.07 0.01 0.03
H 2.57341 -1.35219 3.03841 0.02 -0.02 0.00
H 1.61685 -3.59849 3.39504 0.00 0.00 0.00
N -4.71868 0.79521 0.01514 0.08 0.02 0.01
N -3.54497 0.09992 0.18800 -0.13 -0.03 0.01
N -3.52986 -1.16029 0.54655 0.09 0.01 -0.20
C -2.23143 -1.38438 0.69432 -0.10 0.03 0.30
N -1.52567 -0.27685 0.46305 0.06 0.19 -0.49
N -2.38743 0.67421 0.12178 0.03 -0.01 0.22
H -5.47296 0.11836 -0.03908 -0.02 0.00 0.00
H -4.65794 1.35902 -0.82548 -0.04 -0.03 -0.03
H -1.81346 -2.33164 0.98982 0.00 0.00 0.01
```
Forces are in eV/Å.

2.
ORCA calculation (the ωB97M-V functional and the def2-TZVPD basis) on a cluster of 16 separate species, C41H90F4NO19P in total.

## Properties
E_tot, a.u.: -3840.936486
Net charge: 0
2S+1: 1
HOMO, eV: -7.54

Structure (XYZ):
```
156
Properties=species:S:1:pos:R:3:forces:R:3
C 1.83470 -5.30313 1.34483 0.62 -0.27 -0.45
C 3.20568 -5.47621 0.55657 -0.78 -1.20 0.19
C 3.01218 -5.33911 -1.00350 0.58 -0.16 0.52
C 3.39586 -3.93317 -1.58517 0.97 -1.47 -0.32
O 3.01809 -2.81381 -0.75708 -1.35 0.19 -1.21
C 1.83783 -2.22470 -1.15618 -2.65 1.39 -0.54
C 0.70201 -2.97847 -1.71799 0.03 0.80 -0.04
C -0.54012 -2.34566 -2.08990 1.08 1.86 0.92
C -0.66822 -0.88326 -1.90347 0.53 -1.15 0.36
C 0.42633 -0.08060 -1.35359 0.07 -2.03 -0.62
C 0.19143 1.45465 -1.16854 -0.81 -0.89 0.63
O 0.48162 2.23990 -2.31851 0.74 -0.18 0.77
C 1.87654 2.52650 -2.45590 0.90 0.62 -0.65
C 2.46139 3.50537 -1.37218 -0.39 -0.30 -0.23
C 1.67788 -0.76845 -0.97726 -0.19 -0.56 -0.86
C 2.87771 -0.00688 -0.33865 -1.21 -0.03 1.22
C 2.55757 0.12549 1.23407 0.69 0.70 -0.25
N 3.67041 -0.47312 2.01823 -0.56 0.17 0.12
C -2.05532 -0.28094 -2.29580 0.65 -1.21 0.49
O -2.17237 0.74978 -2.90718 -0.25 -0.31 0.33
C -3.27052 -1.16933 -1.86254 -1.01 -0.82 0.54
C -3.13955 -2.63295 -2.04386 -0.95 1.28 0.68
C -4.20543 -3.51400 -1.64433 0.06 1.64 0.06
C -5.43431 -2.95897 -1.04478 1.71 0.75 -1.09
C -6.49772 -3.98706 -0.61289 0.80 -0.41 1.10
F -5.93182 -4.74396 0.41215 -0.81 0.68 -1.07
F -6.80549 -4.90565 -1.59589 0.11 1.37 0.96
F -7.64114 -3.45700 -0.10574 1.05 -0.60 -0.93
C -5.51806 -1.52879 -0.88727 0.73 -0.29 -0.24
F -6.65542 -1.00534 -0.32221 1.16 -0.60 -0.66
C -4.47084 -0.56399 -1.26797 -0.28 -2.39 -1.03
P -4.54106 1.27481 -1.01953 1.85 0.22 0.94
C -5.74031 1.78051 0.32035 -1.13 0.16 -1.19
C -4.80457 2.21889 -2.61365 -0.61 0.90 0.10
C -1.77853 -3.11953 -2.64461 0.06 0.81 0.90
O -1.69757 -3.99106 -3.47025 -0.04 0.05 0.49
H 1.17360 -6.19775 1.15626 0.63 0.93 -0.03
H 1.31666 -4.38339 0.97401 0.29 -0.65 0.66
H 2.02363 -5.29329 2.44652 -0.21 0.34 -0.93
H 4.03145 -4.85076 0.97551 -0.79 -0.22 -0.46
H 3.50597 -6.54649 0.74507 -0.08 1.11 -0.12
H 1.97681 -5.68619 -1.24890 0.75 0.47 0.08
H 3.71050 -6.08719 -1.47826 -0.69 0.84 0.20
H 4.52177 -3.91239 -1.63970 -1.11 0.18 0.19
H 3.03764 -3.84538 -2.64636 0.16 0.26 1.03
H 0.77625 -4.08103 -1.86987 0.00 1.11 0.17
H -0.90721 1.59434 -0.96463 1.12 -0.07 -0.25
H 0.71963 1.77009 -0.23304 -0.17 0.01 -0.90
H 1.99482 3.05641 -3.44399 -0.32 -0.61 0.90
H 2.47406 1.57549 -2.57182 -0.58 0.84 0.31
H 2.31895 3.16629 -0.31577 0.10 0.16 -0.86
H 3.56815 3.61075 -1.52046 -1.10 0.12 0.07
H 1.92251 4.48662 -1.48224 0.73 -0.83 0.13
H 3.84928 -0.54752 -0.40888 -0.94 0.27 -0.17
H 3.00186 1.03659 -0.70733 -0.16 -1.03 -0.01
H 1.55180 -0.29693 1.49230 0.81 0.22 -0.31
H 2.52640 1.22682 1.47831 -0.02 -1.09 -0.18
H 3.80513 0.05550 2.88517 -0.26 -0.49 -0.31
H 3.45225 -1.45067 2.23753 0.14 0.49 0.14
H -4.06231 -4.61495 -1.77453 -0.34 1.14 0.15
H -5.37748 1.48599 1.33155 -0.32 0.00 -0.99
H -6.76966 1.41863 0.07506 0.73 0.19 0.69
H -5.79851 2.90286 0.31141 0.35 -1.14 -0.07
H -4.00288 3.00897 -2.64644 -0.64 -0.99 0.07
H -4.72195 1.61197 -3.54354 -0.25 0.36 0.86
H -5.77240 2.79717 -2.54558 0.75 -0.84 -0.34
C 6.09285 -8.10360 2.22108 -0.05 0.16 0.29
O 4.83739 -7.66105 2.72185 -0.05 -0.02 0.03
H 5.94036 -8.53715 1.23412 -0.08 0.04 0.06
H 6.78107 -7.25809 2.14082 0.14 -0.12 -0.10
H 6.51339 -8.86179 2.88658 0.16 -0.04 -0.14
H 4.99563 -7.28190 3.59300 -0.11 -0.03 -0.11
C -6.76750 4.50802 2.77319 0.39 0.07 0.25
O -5.55158 3.97965 2.24832 0.10 0.18 0.24
H -7.38073 4.85508 1.94983 0.12 -0.11 0.05
H -7.30421 3.72765 3.31826 -0.20 0.13 -0.01
H -6.54903 5.34670 3.44042 -0.15 0.01 0.07
H -5.02505 3.67787 2.99656 0.02 0.05 -0.16
C -9.71452 4.65553 -0.05870 -0.18 -0.24 0.15
O -9.20003 4.00408 1.09756 -0.21 -0.07 -0.10
H -8.97202 5.36730 -0.41633 0.02 -0.06 0.09
H -9.91547 3.92046 -0.84199 -0.03 0.15 -0.13
H -10.63399 5.18983 0.19274 0.00 0.09 -0.19
H -9.87122 3.38050 1.39620 0.14 0.05 0.02
C 3.82767 -2.26570 -5.46944 0.20 0.17 0.19
O 4.82993 -2.86410 -4.65382 0.02 -0.09 0.08
H 3.43913 -3.01935 -6.15216 0.07 -0.03 0.09
H 3.01241 -1.89180 -4.84355 -0.11 0.03 -0.17
H 4.25750 -1.44407 -6.04656 -0.22 0.04 -0.07
H 5.15773 -2.18048 -4.05930 0.01 -0.13 -0.07
C 6.24125 4.83537 0.14274 0.02 -0.25 -0.03
O 5.32809 3.74271 0.19801 0.00 -0.10 -0.01
H 5.78028 5.70165 0.61201 0.00 -0.07 -0.05
H 7.15790 4.57941 0.68029 0.08 0.20 -0.03
H 6.47348 5.07103 -0.89974 0.11 0.18 0.05
H 5.75880 2.99022 -0.22263 -0.11 0.03 0.12
C 7.00761 0.47618 4.48029 -0.21 -0.19 -0.25
O 6.78833 -0.86705 4.05999 -0.08 -0.10 0.04
H 7.91191 0.51164 5.08278 -0.06 -0.07 -0.05
H 7.13092 1.12122 3.60739 0.05 0.19 0.16
H 6.16076 0.82011 5.08046 0.11 0.21 0.05
H 5.98320 -0.87071 3.52813 0.17 -0.03 -0.06
C -10.01854 -5.66825 -0.25759 0.26 0.11 -0.29
O -9.63512 -6.24632 -1.49709 -0.12 -0.07 -0.06
H -10.74663 -6.32038 0.22362 0.05 -0.05 -0.10
H -9.14386 -5.56574 0.38877 -0.16 0.08 0.19
H -10.47104 -4.68817 -0.43259 -0.04 0.04 0.25
H -8.99250 -5.65359 -1.90234 -0.03 -0.15 0.03
C 10.14429 2.46098 4.50851 -0.04 0.14 0.28
O 8.91205 2.91636 5.05406 -0.04 0.06 0.03
H 9.95524 2.04867 3.51874 -0.08 0.03 0.07
H 10.84504 3.29535 4.42348 0.13 -0.12 -0.10
H 10.57023 1.68299 5.14753 0.15 -0.04 -0.14
H 9.10244 3.27608 5.92717 -0.11 -0.01 -0.12
C 6.06613 8.85624 2.06171 0.17 0.07 -0.29
O 6.42852 8.27200 0.81828 -0.21 0.10 0.10
H 5.34072 8.20947 2.55334 0.04 -0.01 -0.07
H 6.94982 8.95551 2.69780 -0.11 0.06 0.16
H 5.61757 9.83941 1.89551 -0.06 0.02 0.22
H 7.07085 8.85889 0.40129 0.12 -0.33 -0.02
C 4.61221 -3.30501 4.37723 -0.28 -0.02 0.20
O 3.30305 -3.24960 3.82003 -0.07 0.00 -0.11
H 5.33485 -3.08532 3.59362 -0.09 -0.03 0.00
H 4.70528 -2.56242 5.17277 0.27 -0.06 0.01
H 4.80506 -4.30431 4.77612 0.19 0.04 0.03
H 2.68051 -3.44566 4.52852 -0.01 0.05 -0.17
C 9.57784 7.34668 -1.51861 -0.25 0.00 -0.10
O 8.47203 8.12564 -1.08281 -0.03 0.09 -0.05
H 10.47309 7.69426 -1.00536 -0.10 0.04 0.03
H 9.40924 6.29417 -1.27711 0.17 -0.04 -0.06
H 9.71183 7.46245 -2.59720 0.14 -0.11 0.00
H 7.69232 7.79940 -1.55078 0.07 0.07 0.02
C 7.28487 9.80701 -3.58627 -0.19 0.01 -0.23
O 7.06337 8.46231 -4.00116 0.06 -0.13 0.10
H 8.18305 9.83722 -2.97317 -0.07 -0.10 -0.02
H 7.42185 10.44872 -4.46035 0.01 0.14 0.10
H 6.43290 10.15606 -2.99709 0.11 0.19 0.05
H 6.26562 8.45587 -4.54091 0.11 -0.10 0.07
C -13.54848 -4.47990 1.11189 0.13 -0.31 -0.17
O -14.45642 -5.57791 1.14822 -0.08 0.07 0.10
H -14.02345 -3.61766 1.57822 -0.05 -0.08 -0.03
H -12.63952 -4.73426 1.66267 0.07 0.21 -0.02
H -13.30139 -4.24016 0.07512 0.10 0.18 0.07
H -14.01458 -6.32579 0.73152 -0.15 0.02 0.10
C 0.73481 1.31813 -5.77544 -0.10 -0.12 0.29
O 1.99945 0.78180 -5.40963 0.25 -0.09 -0.01
H 0.87452 2.02733 -6.59023 0.13 -0.09 0.02
H 0.07588 0.51166 -6.10764 -0.16 0.15 -0.06
H 0.29074 1.83345 -4.92003 -0.19 0.01 -0.11
H 1.84518 0.15965 -4.68918 0.02 0.12 -0.06
C -16.10369 -6.23266 4.24464 0.17 0.17 -0.28
O -15.17698 -5.15737 4.22822 0.05 0.16 0.06
H -16.34059 -6.47233 5.28031 0.07 0.08 -0.02
H -17.01973 -5.94344 3.72298 -0.09 -0.19 0.04
H -15.66458 -7.11002 3.76269 -0.17 -0.11 0.03
H -14.98307 -4.96426 3.30239 -0.02 -0.20 0.10
```
Forces are in eV/Å.

3.
ORCA calculation (the ωB97M-V functional and the def2-TZVPD basis) on a structure of composition C3H4N6.

## Properties
E_tot, a.u.: -445.047419
Net charge: 0
Energy relative to the best compared isomer or geometry (same formula, charge and spin), eV: 4.428
2S+1: 1
HOMO, eV: -8.13

Structure (XYZ):
```
13
Properties=species:S:1:pos:R:3:forces:R:3
C -0.50084 0.41879 0.53955 2.65 -3.42 -2.19
C 0.75984 -0.52618 -1.04924 0.19 0.85 1.95
C 0.82087 -0.05173 0.27426 -5.82 0.19 -2.28
H -1.88359 1.10902 2.05180 3.32 -1.48 -1.59
H -0.16088 0.36464 2.76491 -2.89 1.58 -4.94
H -2.40454 -0.16686 -0.47545 4.12 0.62 0.32
H -0.63095 -0.58748 -2.46975 -0.46 0.03 2.48
N -0.89218 0.69374 1.70557 -2.46 2.05 10.62
N -1.28178 0.05346 -0.49790 -3.92 -0.61 -1.59
N -0.51044 -0.76176 -1.40172 -1.88 0.37 -3.94
N 1.96762 -0.46581 -1.53857 -0.92 -2.10 -1.55
N 2.68775 -0.23253 -0.48177 4.06 1.66 0.94
N 2.02912 0.15270 0.57831 4.00 0.25 1.76
```
Forces are in eV/Å.

4.
ORCA calculation (the ωB97M-V functional and the def2-TZVPD basis) on the molecule C2H6N2O3S.

## Properties
E_tot, a.u.: -813.112703
Net charge: 0
Energy relative to the best compared isomer or geometry (same formula, charge and spin), eV: 3.105
2S+1: 1
HOMO, eV: -10.00
SMILES: [H]/N=N/S(=O)(=O)CCO

Structure (XYZ):
```
14
Properties=species:S:1:pos:R:3:forces:R:3
H 1.48945 -1.28122 2.92713 -1.48 0.46 -1.68
N 0.66176 -0.79563 2.39028 0.87 0.61 2.34
N 0.39292 -1.27812 1.32111 0.91 -1.61 -0.49
S -0.95214 -0.55239 0.50324 2.69 1.70 -2.03
O -1.25779 0.71949 1.02498 -0.79 1.75 1.78
O -1.92656 -1.51849 0.36470 -2.63 -3.07 0.17
C -0.20442 -0.26190 -1.11890 -2.23 -3.23 1.14
C 0.70908 0.91160 -1.10744 0.09 -0.10 0.30
O 0.01333 2.07065 -0.77339 -0.32 0.29 0.02
H 0.26109 -1.29934 -1.27554 -0.42 1.63 -0.40
H -1.21405 -0.17786 -1.71239 2.19 0.11 0.62
H 1.56348 0.78815 -0.40529 -0.21 -0.32 -0.64
H 1.00106 0.88202 -2.13614 0.97 0.95 -0.62
H -0.53720 1.79303 -0.00235 0.35 0.84 -0.50
```
Forces are in eV/Å.

Please write out number 4 again, unchanged.
ORCA calculation (the ωB97M-V functional and the def2-TZVPD basis) on the molecule C2H6N2O3S.

## Properties
E_tot, a.u.: -813.112703
Net charge: 0
Energy relative to the best compared isomer or geometry (same formula, charge and spin), eV: 3.105
2S+1: 1
HOMO, eV: -10.00
SMILES: [H]/N=N/S(=O)(=O)CCO

Structure (XYZ):
```
14
Properties=species:S:1:pos:R:3:forces:R:3
H 1.48945 -1.28122 2.92713 -1.48 0.46 -1.68
N 0.66176 -0.79563 2.39028 0.87 0.61 2.34
N 0.39292 -1.27812 1.32111 0.91 -1.61 -0.49
S -0.95214 -0.55239 0.50324 2.69 1.70 -2.03
O -1.25779 0.71949 1.02498 -0.79 1.75 1.78
O -1.92656 -1.51849 0.36470 -2.63 -3.07 0.17
C -0.20442 -0.26190 -1.11890 -2.23 -3.23 1.14
C 0.70908 0.91160 -1.10744 0.09 -0.10 0.30
O 0.01333 2.07065 -0.77339 -0.32 0.29 0.02
H 0.26109 -1.29934 -1.27554 -0.42 1.63 -0.40
H -1.21405 -0.17786 -1.71239 2.19 0.11 0.62
H 1.56348 0.78815 -0.40529 -0.21 -0.32 -0.64
H 1.00106 0.88202 -2.13614 0.97 0.95 -0.62
H -0.53720 1.79303 -0.00235 0.35 0.84 -0.50
```
Forces are in eV/Å.

Among the records above, which one has the highest HOMO?
C41H90F4NO19P

Which formula does entry 4 have?
C2H6N2O3S